{"formula": "C4H8Br2FN4O2", "method": "ωB97M-V/def2-TZVPD", "total_energy_ha": -5774.009494, "largest_force_ev_per_a": 4.9, "homo_lumo_gap_ha": 0.2083, "charge": 1, "species": ["C", "C", "C", "C", "N", "N", "N", "N", "O", "O", "F", "Br", "Br", "H", "H", "H", "H", "H", "H", "H", "H"], "xyz": [[1.709503, -0.525629, 0.021549], [1.995014, 0.851184, 0.671242], [-0.534128, -1.432393, -0.547847], [-0.412516, 1.545132, 0.200265], [0.441984, -1.043464, 0.315949], [-1.719929, -1.825338, -0.211775], [-3.206294, -1.578223, -1.075959], [1.151598, 1.850475, 0.050241], [-2.940827, -1.311529, -2.173393], [-4.107217, -1.811198, -0.396644], [-2.106309, -2.177214, 1.049590], [-1.349581, 2.903793, -0.862111], [-0.804115, 1.588421, 2.100512], [1.880302, -0.361758, -1.107147], [2.642282, -1.107949, 0.362219], [1.674747, 1.039854, 1.749161], [3.040234, 1.232053, 0.716805], [-0.507016, -1.326574, -1.674648], [0.294978, -1.022145, 1.301735], [1.458590, 2.684938, 0.397630], [1.398709, 1.827561, -0.887369]], "forces_ev_per_a": [[4.44, 1.36, -1.64], [-0.74, 0.27, 2.52], [1.57, 1.87, 0.83], [0.38, -0.52, -1.22], [-1.78, -2.32, -1.55], [-1.97, -1.08, 0.78], [0.97, -0.69, -0.14], [-1.96, -1.59, 0.37], [-0.17, 0.39, -0.46], [0.13, 0.23, 0.20], [1.06, 0.74, -0.41], [0.50, 0.04, 0.57], [0.01, 0.48, 0.05], [-0.53, -0.51, 1.55], [-1.83, -0.08, -0.47], [0.48, -1.50, -0.89], [-0.48, -0.84, -0.79], [0.58, 0.19, 1.46], [-1.07, -0.32, 0.68], [0.59, 3.53, 1.20], [-0.18, 0.37, -2.65]]}